Molecular formula: C7H18IN2O2P2
Method: DFT, the ωB97M-V functional and the def2-TZVPD basis

charge: +1
HOMO-LUMO gap: 7.331 eV

XYZ file:
```
32
C7H18IN2O2P2 (the ωB97M-V functional and the def2-TZVPD basis)
N 4.4174 -3.0091 1.0694
P 3.6924 -2.4224 -0.2385
C 2.3529 -1.2607 0.3878
C 1.3697 -0.5826 -0.5888
N 0.1290 -0.8560 -0.3407
C 0.1095 -1.8011 0.8099
P -1.5096 -2.0405 1.7604
O -2.6876 -1.9382 0.5322
I -1.4539 -4.3729 2.4908
C 1.4619 -1.7445 1.6104
H 4.3253 -4.0231 1.0843
H 4.6606 -1.6784 -0.9658
H 3.1806 -3.5284 -0.9771
H 2.9379 -0.3853 0.7716
H 1.7121 0.0897 -1.3941
H -0.7169 -0.5193 -0.8131
H 0.2323 -2.7915 0.2854
H -2.3729 -2.5304 -0.1689
H 1.4983 -1.0563 2.4763
H 1.6924 -2.7771 1.9310
C -1.0131 4.0115 -0.9438
C -2.0635 2.9665 -1.2825
C -3.3739 3.2429 -0.5647
O -1.5816 1.6649 -0.9163
H -0.7959 4.0103 0.1288
H -0.0748 3.7947 -1.4594
H -1.3442 5.0104 -1.2295
H -2.2320 2.9525 -2.3604
H -3.2356 3.2158 0.5203
H -4.1144 2.4797 -0.8105
H -3.7750 4.2191 -0.8394
H -1.4274 1.6598 0.0349
```

Here are the Löwdin charges for atoms 1 to 6, given in e: -0.305 0.749 -0.365 0.016 0.117 -0.522

***

Molecular formula: C7H18MnO7
Method: DFT, the ωB97M-V functional and the def2-TZVPD basis

multiplicity: 6
HOMO-LUMO gap (spin up / spin down): 8.593 / 9.668 eV

XYZ file:
```
33
C7H18MnO7 (the ωB97M-V functional and the def2-TZVPD basis)
Mn -0.0375 -0.0773 -0.0272
C -4.0763 -0.0381 -0.8888
C -2.6098 0.0375 -0.5447
O -1.9972 1.1416 -0.4924
O -1.9370 -1.0262 -0.4171
H -4.2281 -0.8047 -1.6448
H -4.4410 0.9276 -1.2290
H -4.6408 -0.3264 -0.0001
C 2.9639 -2.7371 1.0337
C 1.8859 -1.7429 0.5951
O 0.7051 -2.1468 0.4434
O 2.1631 -0.5416 0.3320
H 3.3432 -2.5148 2.0289
H 3.7506 -2.7964 0.2847
H 2.5044 -3.7253 1.0879
C -0.2806 -0.2086 -3.3468
O 0.4922 -0.5298 -2.1850
H -1.1203 0.4214 -3.0588
H 0.3655 0.2943 -4.0636
H -0.7539 -1.1031 -3.7587
H 1.2490 -1.0435 -2.4810
C 0.5192 3.0804 0.3140
O 0.7862 1.9014 -0.4483
H 0.6843 2.8570 1.3684
H 1.2789 3.8406 0.1079
H -0.4745 3.4668 0.1119
H 1.3470 2.1442 -1.1869
C 0.7572 0.2443 3.1859
O -0.2004 0.2624 2.1177
H 1.6824 0.6571 2.7871
H 0.4183 0.8371 4.0341
H 0.9684 -0.7913 3.4636
H -1.0673 0.0402 2.4770
```

Here are the Löwdin charges for atoms 1 to 6, given in e: 0.923 -0.001 -0.707 -0.070 -0.078 0.080

***

Molecular formula: C7H18N2
Method: DFT, the ωB97M-V functional and the def2-TZVPD basis

HOMO-LUMO gap: 8.209 eV

XYZ file:
```
27
C7H18N2 (the ωB97M-V functional and the def2-TZVPD basis)
C 0.4765 2.6968 0.4023
C -0.5496 1.7634 -0.1827
N -1.8870 1.9456 0.2621
C -0.2963 1.1084 -1.3452
N -1.3100 0.5260 -2.1406
H 1.4741 2.4426 0.0562
H 0.2813 3.7358 0.1348
H 0.4603 2.6091 1.4902
H -2.5437 2.1259 -0.4850
H -1.9786 2.6537 0.9772
H 0.6571 1.2317 -1.8383
H -2.0936 0.2131 -1.5797
H -0.9613 -0.2228 -2.7251
C 1.9881 -1.8955 0.1569
C 0.5549 -1.3863 0.2527
C -0.4574 -2.4836 -0.0633
C 0.2704 -0.7110 1.5655
H 2.6962 -1.0909 0.3493
H 2.1896 -2.3095 -0.8308
H 2.1644 -2.6767 0.8976
H 0.4213 -0.5748 -0.5325
H -0.3712 -3.3012 0.6528
H -1.4739 -2.0955 -0.0118
H -0.2940 -2.8891 -1.0618
H -0.5265 0.1021 1.3258
H 0.0143 -1.4220 2.3578
H 1.0947 -0.0954 1.9154
```

Here are the Löwdin charges for atoms 1 to 6, given in e: -0.063 -0.442 0.070 -0.223 0.050 0.075

***

Molecular formula: C7H18N2Si
Method: DFT, the ωB97M-V functional and the def2-TZVPD basis

HOMO-LUMO gap (spin up / spin down): 7.080 / 7.541 eV

XYZ file:
```
28
C7H18N2Si (the ωB97M-V functional and the def2-TZVPD basis)
C -1.5378 1.0857 2.5882
C -0.8216 2.3876 1.8774
C -0.5599 0.0733 2.8606
C -0.2156 1.9082 0.5872
C 0.0743 -0.4808 1.5505
C 0.6887 0.6584 0.8897
C -0.4189 -2.5837 -3.5035
N 2.9389 -0.4217 -2.7437
N 0.7155 -2.1995 -2.6716
Si 1.1792 -0.5427 -2.4769
H -2.0427 1.5848 3.4613
H -2.3560 0.6813 1.8620
H -1.6629 3.0520 1.6622
H -0.0380 2.8428 2.5585
H 0.3393 0.4317 3.4970
H -0.9516 -0.8833 3.4406
H -1.1610 1.7361 -0.0728
H 0.4789 2.7072 0.1270
H 0.7875 -1.2501 1.7324
H -0.6970 -0.9811 0.8613
H 1.7430 0.6544 1.0087
H -1.3067 -2.4792 -2.8588
H -0.5281 -1.8656 -4.3202
H -0.2377 -3.6046 -3.8856
H 3.1483 0.5359 -2.4185
H 3.6026 -1.2277 -2.6984
H 0.7734 -2.7729 -1.7848
H 0.5168 0.2635 -3.3953
```

Here are the Löwdin charges for atoms 1 to 6, given in e: -0.234 -0.219 -0.273 -0.244 -0.275 -0.132

***

Molecular formula: C7H18N2Si2
Method: DFT, the ωB97M-V functional and the def2-TZVPD basis

HOMO-LUMO gap: 8.543 eV

XYZ file:
```
29
C7H18N2Si2 (the ωB97M-V functional and the def2-TZVPD basis)
C -2.8368 2.3863 -0.2642
C -1.6962 1.8160 0.1091
C -1.2800 -2.1292 -0.0542
C 2.0390 1.8674 0.3194
C -0.8709 0.7265 -2.9682
C 2.1858 -2.1891 0.3905
C 0.5628 -0.8361 2.5340
N -0.4618 -0.9294 -0.2183
N 1.3973 0.7427 -0.2792
Si -0.7535 0.5608 -1.0047
Si 1.0867 -0.7001 0.6392
H -3.4163 2.8672 0.4973
H -3.2835 2.2416 -1.2599
H -1.0449 2.1392 0.8780
H -2.3201 -1.9889 -0.1738
H -0.9519 -2.9409 -0.7954
H -1.1336 -2.6077 1.0062
H 1.6653 2.7834 -0.1644
H 1.9409 1.9568 1.3604
H 3.1351 1.9459 0.0211
H -1.0687 1.7534 -3.3398
H 0.1239 0.4334 -3.4199
H -1.5781 0.1566 -3.3950
H 2.6543 -2.3863 1.3501
H 1.6887 -3.0411 0.0059
H 2.9788 -2.0406 -0.3750
H -0.0472 -1.7666 2.5485
H 1.3905 -0.8466 3.2388
H -0.1056 0.0252 2.8137
```

Here are the Löwdin charges for atoms 1 to 6, given in e: -0.066 -0.219 -0.179 -0.282 -0.158 -0.168

***

Molecular formula: C7H18N3
Method: DFT, the ωB97M-V functional and the def2-TZVPD basis

charge: +1
HOMO-LUMO gap: 10.528 eV

XYZ file:
```
28
C7H18N3 (the ωB97M-V functional and the def2-TZVPD basis)
C 2.7307 -1.4898 -0.1097
C 1.6136 -0.5579 0.5890
C 0.3071 -0.9054 0.0873
N 0.0787 -1.9906 -0.5981
N -0.7184 -0.0702 0.1008
C -1.9820 -0.2611 -0.6351
C -3.0597 -0.8441 0.2759
C -0.5054 1.1795 0.8727
C 0.0195 2.3630 -0.1148
N 1.4170 2.2594 -0.4325
H 2.8024 -2.4509 0.4664
H 3.6925 -1.0608 0.0375
H 2.5519 -1.5424 -1.1505
H 1.7632 0.4745 0.3344
H 1.6746 -0.8269 1.7358
H -0.9325 -2.1863 -0.7110
H 0.7742 -2.7426 -0.9535
H -1.9229 -0.9124 -1.5302
H -2.1957 0.7918 -0.9137
H -3.8722 -1.1013 -0.2705
H -2.5726 -1.7665 0.6559
H -3.1710 -0.2247 1.2517
H 0.2312 1.0019 1.7720
H -1.5051 1.6694 1.1073
H -0.5539 2.1946 -1.0835
H -0.3213 3.3649 0.3033
H 1.5663 2.7799 -1.2722
H 2.0897 2.8553 0.1855
```

Here are the Löwdin charges for atoms 1 to 6, given in e: -0.049 -0.131 -0.355 0.196 -0.069 -0.189

***

Listing strongest force on any atom for the structures above in their given order: 3.992, 1.259, 2.409, 5.394, 4.465, 5.328 eV Å⁻¹.